C4H4N2O2 | ωB97M-V/def2-TZVPD

Bonds (Å) are listed after each position.
Element x y z (Å)
1 N -0.9665 0.8634 -0.5644  C3 1.571, C4 1.354, H10 1.018
2 C 0.4792 -1.3263 -0.5218  C3 1.433, O6 1.380, O8 1.211
3 C 0.4089 0.1041 -0.5799  N1 1.571, C2 1.433, C4 1.815, N7 1.450
4 C -0.5339 0.9569 0.7156  N1 1.354, C3 1.815, C5 1.526, H11 1.086
5 C 0.7923 1.7103 0.6698  C4 1.526, N7 1.273, H12 1.079
6 O -0.7765 -1.8969 -0.5740  C2 1.380, H9 0.968
7 N 1.4402 1.0516 -0.2053  C3 1.450, C5 1.273
8 O 1.4891 -1.9947 -0.5018  C2 1.211
9 H -0.6461 -2.8563 -0.5608  O6 0.968
10 H -1.7523 0.2318 -0.7034  N1 1.018
11 H -1.0719 0.5968 1.5871  C4 1.086
12 H 1.1374 2.5594 1.2389  C5 1.079

energy relative to the best compared isomer or geometry (same formula, charge and spin)	106.8	kcal/mol
highest occupied orbital energy (alpha / beta)	-8.25 / -8.25	eV
lowest unoccupied orbital energy (alpha / beta)	-0.4 / -0.4	eV
SMILES string	O=C(O)[C@@]12N=C[C@H]1N2
frontier orbital gap (alpha / beta)	7.834 / 7.836	eV